(1)
114
Properties=species:S:1:pos:R:3:forces:R:3 method="wB97M-V/def2-TZVPD" fmax_ev_per_a=5.1 e_tot_ev=-83013.7111 lumo_energy_ev="0.100 / -0.204" homo_energy_ev="-8.542 / -9.173" multiplicity=3 homo_lumo_gap_ev="8.6420 / 8.9690"
C -1.135182 -1.826488 1.635437 -0.50 0.36 0.82
C -1.611230 -0.307590 1.938983 -0.19 -1.16 1.16
O -1.278508 0.610974 0.857482 -2.29 -0.37 -0.78
B -2.498472 1.140139 0.252876 0.84 0.79 1.73
O -3.327287 1.921194 1.145982 1.60 -0.64 -1.94
C -2.902542 0.841563 -1.318389 -2.29 -0.09 0.49
C -3.017999 -0.731158 -1.598840 -0.24 -0.90 -0.38
C -1.903895 -1.385852 -2.520798 0.14 -0.17 -0.12
C -0.390061 -1.148097 -2.066346 0.68 -0.72 -0.99
C 0.493650 -2.516764 -2.162537 -0.64 1.42 0.81
S 2.222826 -1.933433 -2.610418 3.03 -2.02 -3.60
O 3.261659 -2.997541 -2.429613 -2.97 2.43 0.67
O 2.197649 -1.485283 -4.040891 -0.68 -0.04 3.84
O 2.653519 -0.634305 -1.648089 -1.52 -1.59 -0.30
C -4.486108 1.265236 -1.299833 -2.74 0.02 0.61
O -5.411932 0.813319 -0.619439 3.50 1.31 -2.00
O -4.785789 2.282226 -2.292484 1.20 -2.27 0.23
C -3.807188 1.999164 -3.352834 -0.76 1.35 -0.55
N -4.269872 0.778441 -4.056309 0.79 -0.18 1.21
C -3.834328 3.149392 -4.468634 -0.02 0.55 0.04
C -3.292417 2.685913 -5.916124 0.46 -0.06 0.72
N -2.514526 3.834793 -6.525475 -0.55 -1.17 -0.94
C -2.460076 1.884540 -2.444026 -1.31 -0.88 -1.32
S -2.482764 3.525502 -1.568415 0.80 0.79 -0.05
O -1.465093 1.577715 -3.428375 0.56 1.08 1.57
C -0.266905 2.377467 -3.331202 2.31 -0.59 -0.40
C 0.608654 2.094557 -1.985177 0.28 1.33 -1.00
H -0.936342 -2.295046 2.668306 -0.04 0.59 -1.65
H -0.197050 -1.853054 0.988414 -1.25 -0.03 0.95
H -1.984118 -2.459894 1.183726 1.40 1.10 0.37
H -2.740712 -0.367816 2.145226 1.56 0.38 -0.43
H -1.149517 0.055051 2.929324 -0.46 -0.42 -1.68
H -2.775811 2.649260 1.505993 -0.48 -0.83 0.21
H -4.034797 -0.907991 -2.108080 1.67 0.14 0.75
H -3.071237 -1.288492 -0.593941 0.19 0.90 -1.38
H -2.054989 -2.523565 -2.615096 -0.15 1.68 0.32
H -2.038526 -0.966301 -3.577755 0.35 -0.61 1.49
H -0.253502 -0.773126 -1.003232 -0.50 -0.11 -1.45
H 0.081106 -0.453196 -2.854514 -0.72 -0.76 1.57
H 0.496917 -3.073850 -1.155659 0.21 0.68 -1.70
H 0.128762 -3.155096 -3.027213 0.93 0.70 1.04
H 2.240235 -0.751381 -0.756976 0.47 0.10 -0.73
H -5.073887 0.999414 -4.652749 0.66 -0.11 0.28
H -3.519624 0.298326 -4.562260 -0.54 0.49 0.10
H -3.264160 4.095198 -4.198949 -0.68 -1.27 -0.11
H -4.933053 3.472307 -4.601046 1.60 -0.55 0.38
H -4.211745 2.422646 -6.552560 1.64 0.41 0.68
H -2.568908 1.792893 -5.857642 -1.47 1.03 0.13
H -2.542897 3.644309 -7.545754 0.14 0.48 0.81
H -1.514468 3.749095 -6.288335 -0.74 -0.04 0.08
H -1.315057 3.644098 -0.831201 -0.55 -0.76 -0.83
H 0.415551 2.024403 -4.191457 -1.35 0.40 1.11
H -0.421781 3.494625 -3.520883 -0.28 -1.57 0.54
H 0.864884 3.141615 -1.579277 -0.45 -1.71 -0.13
H 1.617998 1.642730 -2.296141 -1.69 0.36 0.64
H 0.056270 1.448951 -1.233269 0.80 0.94 -0.88
C 5.567877 -4.896784 -1.530548 -0.15 -0.26 -0.12
C 6.997267 -4.353657 -1.764920 -2.02 0.57 -0.17
C 7.384113 -4.560697 -3.241359 0.31 -0.20 -0.07
C 7.633895 -6.024664 -3.583474 -0.07 -0.04 0.02
C 8.675794 -6.629209 -2.649479 0.01 0.40 -0.28
C 8.397049 -6.397604 -1.148307 -0.17 -2.08 0.66
N 7.967484 -5.003365 -0.828639 3.45 1.85 -1.72
O 9.079839 -4.229403 -0.792297 -1.90 -1.14 0.59
C 7.321225 -7.387649 -0.644844 -0.33 -0.11 -0.13
C 9.670633 -6.829292 -0.371103 0.11 0.75 0.00
C 6.849652 -2.834862 -1.497738 0.67 0.00 0.17
H 4.826149 -4.255477 -2.016301 0.45 -0.08 0.16
H 5.398184 -5.888428 -1.947166 0.12 -0.05 0.11
H 5.323361 -4.923142 -0.464108 0.12 -0.02 -0.07
H 8.288226 -3.986030 -3.477247 -0.02 -0.01 0.21
H 6.597580 -4.167354 -3.894741 -0.05 0.06 0.29
H 6.703298 -6.599176 -3.538848 0.01 0.06 0.04
H 7.985948 -6.100645 -4.616974 -0.03 -0.03 0.07
H 8.753774 -7.702465 -2.853192 0.02 0.04 0.29
H 9.650625 -6.199765 -2.911787 -0.06 0.06 0.21
H 7.038887 -7.165999 0.388776 0.03 0.09 -0.13
H 7.697604 -8.414943 -0.660248 0.16 0.19 -0.04
H 6.418299 -7.403133 -1.251239 -0.01 0.12 0.04
H 10.564920 -6.302490 -0.710975 -0.20 0.14 0.08
H 9.870044 -7.894865 -0.516550 -0.32 0.09 -0.12
H 9.557672 -6.658626 0.703773 -0.03 0.06 -0.12
H 6.566255 -2.644395 -0.457984 0.07 -0.08 -0.07
H 6.071235 -2.405002 -2.135470 -0.02 -0.38 0.04
H 7.762962 -2.275327 -1.712974 0.03 -0.22 0.15
C -4.081208 4.101803 7.961463 -0.32 0.03 0.09
C -3.381266 4.231182 6.587387 0.47 0.23 2.03
C -3.397061 5.706930 6.145543 -0.19 0.08 -0.34
C -4.787490 6.184987 5.743666 -0.05 0.00 0.06
C -5.382240 5.280487 4.670597 0.46 0.23 0.04
C -5.334289 3.774372 5.008149 -2.24 -0.47 -0.05
N -4.027383 3.331878 5.581838 2.34 1.42 -3.30
O -3.157159 3.179830 4.553465 -1.31 -0.39 1.82
C -6.469673 3.410365 5.992915 -0.09 0.15 0.34
C -5.719213 3.000290 3.718264 0.79 -0.06 -0.03
C -1.918859 3.818456 6.891059 0.02 -0.24 -0.67
H -3.468377 4.546092 8.751524 0.11 -0.05 -0.24
H -5.035822 4.621080 8.021167 -0.02 -0.11 -0.09
H -4.240465 3.052739 8.227897 0.00 0.09 -0.11
H -2.717023 5.852554 5.297361 -0.03 -0.21 0.03
H -3.015864 6.344783 6.950778 0.03 -0.28 0.05
H -5.450206 6.230441 6.613638 0.06 -0.04 0.00
H -4.722469 7.207965 5.360406 -0.04 -0.07 0.04
H -6.416082 5.587579 4.481719 0.03 -0.29 -0.01
H -4.836537 5.464451 3.736834 0.02 -0.21 0.06
H -6.383838 2.370263 6.321531 0.09 0.12 -0.03
H -7.448666 3.515262 5.516372 0.22 0.02 -0.14
H -6.509567 4.046498 6.874699 0.10 -0.05 0.03
H -5.077036 3.253843 2.872510 0.07 -0.13 0.19
H -6.739607 3.243166 3.408893 0.08 0.13 0.32
H -5.671801 1.918448 3.873961 0.07 0.12 0.00
H -1.864421 2.775375 7.217403 -0.06 0.08 -0.09
H -1.501731 4.436434 7.692002 -0.34 0.01 -0.05
H -1.255319 3.944894 6.032706 -0.22 -0.12 -0.03

=====

(2)
14
Properties=species:S:1:pos:R:3:forces:R:3 method="wB97M-V/def2-TZVPD" fmax_ev_per_a=1.0 e_tot_ev=-8834.2677 lumo_energy_ev=0.870 homo_energy_ev=-8.825 homo_lumo_gap_ev=9.6946 de_lowest_kj_mol=186.71
C 1.607193 -1.025749 0.760526 -0.17 -0.12 -0.04
N 0.376469 -1.257799 0.588375 0.42 0.12 0.09
C -0.551819 -0.220801 0.997811 -0.11 0.14 0.05
C -1.379982 0.256858 -0.199901 -0.08 -0.02 0.06
C -0.566526 0.662224 -1.410684 0.19 0.07 -0.03
C 0.708647 0.975614 -1.410312 0.54 0.17 -0.04
O 1.846394 1.254475 -1.433017 -0.93 -0.22 0.03
H 2.344351 -1.755653 0.424180 -0.11 0.03 0.10
H 1.991245 -0.102964 1.221642 -0.10 -0.11 -0.07
H -0.038738 0.634954 1.472795 -0.01 -0.11 -0.11
H -1.236327 -0.648863 1.740021 0.10 0.09 -0.11
H -2.005524 1.097462 0.129428 0.06 -0.16 -0.04
H -2.060627 -0.545563 -0.502988 0.13 0.07 0.02
H -1.034881 0.680112 -2.389518 0.07 0.06 0.08

=====

(3)
78
Properties=species:S:1:pos:R:3:forces:R:3 method="wB97M-V/def2-TZVPD" total_charge=-1 fmax_ev_per_a=7.8 e_tot_ev=-86271.0604 lumo_energy_ev="1.605 / 1.357" homo_energy_ev="-3.623 / -3.310" homo_lumo_gap_ev="5.2281 / 4.6666" de_lowest_kj_mol=0.00
W 0.030794 0.001787 0.049478 6.42 -2.27 3.72
C 2.955794 -3.465713 0.383878 -0.28 0.26 0.15
C 2.365594 -2.094213 0.247878 -1.66 -0.46 0.06
N 1.037794 -1.873813 0.386578 0.61 0.08 -0.01
N 0.361894 -2.889913 1.045878 -0.30 -0.15 -0.19
C -0.619006 -2.397213 1.751878 1.08 0.98 -0.94
O -0.887906 -1.123413 1.727978 -0.29 -0.47 -0.23
C -1.316006 -3.269813 2.705178 -0.32 -0.16 0.49
C -0.859406 -4.560013 2.978578 -0.01 0.16 -0.09
C -1.439506 -5.304813 3.987178 -0.09 -0.12 0.07
C -2.490206 -4.783313 4.728378 -0.05 0.04 0.05
C -2.967706 -3.513513 4.442878 -0.10 -0.11 0.10
C -2.388106 -2.762213 3.437778 0.18 0.03 -0.23
C 3.142794 -0.926713 0.219778 -0.01 1.69 -0.23
C 4.557894 -0.913413 0.211878 -0.69 -0.34 0.07
C 5.226394 0.257687 0.428178 -0.17 0.71 0.04
C 4.485494 1.438387 0.610178 0.33 -0.56 -0.05
C 3.112594 1.372287 0.529078 -0.61 0.22 -0.03
N 2.420194 0.250787 0.328978 0.73 -1.20 0.01
H 2.142094 -4.175513 0.499578 0.13 -0.07 -0.04
H 3.593894 -3.508413 1.266478 0.10 -0.12 0.08
H 3.553194 -3.727613 -0.488322 0.04 0.06 -0.11
H -0.036806 -4.956813 2.406478 0.12 0.01 -0.07
H -1.070106 -6.297113 4.211978 0.04 -0.02 -0.04
H -2.931506 -5.360413 5.531478 -0.01 -0.02 -0.02
H -3.790906 -3.107213 5.014278 -0.05 0.04 0.01
H -2.744806 -1.769613 3.208578 -0.01 0.12 0.01
H 5.080594 -1.843913 0.059278 0.08 -0.09 0.03
H 6.307494 0.283687 0.459778 0.04 -0.04 -0.02
H 4.962594 2.384187 0.812978 0.04 0.06 -0.04
H 2.520894 2.275487 0.622278 0.00 -0.13 0.04
O -5.260506 1.704987 2.637378 0.66 -0.24 -0.48
C -4.085106 1.407287 1.997278 0.47 0.25 0.45
C -2.860206 1.995187 2.396278 -0.68 -0.21 -0.25
C -1.716006 1.682087 1.712378 -0.21 -0.45 -1.34
N -1.724706 0.926687 0.566678 -3.14 -1.22 2.14
C -2.866506 0.131387 0.377378 1.11 2.14 0.95
C -4.053306 0.396787 1.046178 0.19 -0.01 -0.32
C -2.576906 -1.076013 -0.397822 0.37 -1.34 -1.61
O -3.381606 -1.947313 -0.682522 0.52 0.88 0.44
O -1.273806 -1.122513 -0.748022 -2.68 -1.13 -0.09
C -0.327706 1.915787 2.242978 0.84 0.33 0.19
O -0.054406 2.864787 2.966678 -0.34 -0.48 -0.08
O 0.484194 0.976387 1.872278 -0.64 0.64 0.30
H -5.079106 2.392687 3.286678 -0.04 0.01 0.03
H -2.794506 2.612387 3.280678 0.07 0.10 0.05
H -4.917806 -0.215913 0.848078 -0.06 -0.10 -0.02
S 1.276794 -0.086613 -2.247722 0.35 -0.22 -0.15
C 1.228794 -1.591613 -3.169422 -0.42 0.47 0.65
C 0.410094 -2.653213 -2.798022 -0.24 -0.11 0.21
C 0.371494 -3.803213 -3.563322 0.08 -0.09 0.01
C 1.156994 -3.921213 -4.697622 -0.01 -0.18 -0.11
C 1.974394 -2.865213 -5.068322 0.10 -0.04 -0.11
C 2.010194 -1.707513 -4.317822 -0.01 0.13 0.07
H -0.214006 -2.561613 -1.916722 0.10 -0.10 -0.20
H -0.275906 -4.612913 -3.262722 -0.10 -0.12 0.03
H 1.131094 -4.823413 -5.292622 -0.01 -0.07 -0.04
H 2.591694 -2.946013 -5.952822 0.04 0.00 -0.09
H 2.630594 -0.873813 -4.609422 0.12 0.08 -0.06
C 1.162394 5.216687 -3.724322 -0.25 -0.32 0.22
C 0.148394 4.141587 -3.360322 -0.06 0.17 -0.36
O 0.609194 3.484987 -2.186022 -0.04 -0.26 0.42
P -0.393306 2.527187 -1.347122 -0.94 1.83 -1.96
O 0.590294 1.892987 -0.375122 -0.09 0.21 -0.14
Te -1.811606 1.189387 -2.632622 -0.79 1.17 -1.06
O -1.294606 3.590987 -0.526822 0.17 -0.40 -0.25
C -0.696306 4.644287 0.237678 0.12 0.30 0.19
C -1.726106 5.753987 0.334178 0.23 -0.28 -0.11
H 0.897894 5.679887 -4.671922 -0.03 0.05 -0.09
H 2.147394 4.764487 -3.809122 0.11 0.01 -0.05
H 1.194894 5.981887 -2.951322 0.04 0.09 0.04
H 0.054194 3.397187 -4.159922 -0.04 0.12 0.11
H -0.844706 4.569387 -3.175422 0.09 -0.02 -0.10
H 0.217094 4.989987 -0.261822 -0.13 -0.02 0.06
H -0.431006 4.276887 1.233578 -0.01 0.02 -0.18
H -1.982706 6.104287 -0.661322 -0.07 0.11 -0.12
H -1.333606 6.580187 0.917878 0.04 0.16 0.11
H -2.628006 5.375787 0.807478 -0.11 -0.01 0.08

=====

(4)
14
Properties=species:S:1:pos:R:3:forces:R:3 method="wB97M-V/def2-TZVPD" fmax_ev_per_a=1.6 e_tot_ev=-31138.5198 lumo_energy_ev=0.127 homo_energy_ev=-8.905 homo_lumo_gap_ev=9.0318 de_lowest_kj_mol=233.39
C 0.342754 -1.306959 1.163786 -0.22 1.10 -0.64
C 0.419548 -0.108534 0.560599 -0.48 -0.62 1.24
C 0.784687 1.138980 1.317345 0.00 0.53 -1.55
Cl -0.646752 2.230393 1.530178 0.20 -0.34 -0.04
C 0.066050 0.064041 -0.869236 -0.62 -0.36 -0.45
S 0.966562 0.850634 -1.992283 0.74 0.54 -0.34
N -1.079425 -0.485726 -1.253701 0.18 -0.12 0.48
O -1.536609 -0.461421 -2.538078 0.51 0.47 -0.92
H 0.042720 -2.175530 0.634742 -0.09 -0.67 -0.67
H 0.500768 -1.481579 2.203932 0.33 0.32 0.60
H 1.201151 0.966517 2.281278 0.21 -0.31 0.63
H 1.483543 1.701885 0.682746 -0.13 -0.04 0.40
H -1.702286 -0.980238 -0.632793 0.01 0.11 -0.09
H -0.842710 0.047540 -3.088517 -0.62 -0.62 1.35

=====

(5)
14
Properties=species:S:1:pos:R:3:forces:R:3 method="wB97M-V/def2-TZVPD" fmax_ev_per_a=6.5 e_tot_ev=-6346.5428 lumo_energy_ev=1.041 homo_energy_ev=-9.984 homo_lumo_gap_ev=11.0251 de_lowest_kj_mol=409.20
C -2.800416 0.054650 -0.151190 -0.54 0.38 0.27
C -1.621393 0.059999 -0.008851 6.40 -1.11 0.49
C 0.253880 -0.128559 0.131736 -4.65 -0.79 -0.13
C 0.643044 -1.559689 -0.041408 1.29 -0.34 -0.37
C 0.849733 0.952184 -0.625753 -3.84 2.03 -0.43
C 0.794970 1.068247 0.840044 -1.33 0.92 0.88
H -3.792873 0.301273 0.002659 -1.43 -0.01 -0.21
H -0.099245 -2.132890 -0.507926 -1.79 -0.41 -0.45
H 0.924831 -2.172323 0.793524 0.23 0.24 0.87
H 1.403098 -1.708456 -0.822226 0.43 0.62 0.46
H -0.009203 1.458386 -1.101364 1.22 0.34 -0.14
H 1.714817 0.952523 -1.145133 2.68 -0.60 -1.53
H 1.677897 1.043706 1.423336 0.81 -0.42 0.34
H 0.060855 1.810947 1.212555 0.53 -0.83 -0.05

=====

(6)
23
Properties=species:S:1:pos:R:3:forces:R:3 method="wB97M-V/def2-TZVPD" fmax_ev_per_a=4.4 e_tot_ev=-23234.4146 lumo_energy_ev=0.517 homo_energy_ev=-8.842 homo_lumo_gap_ev=9.3596 de_lowest_kj_mol=114.95
N 1.037404 -2.324231 -1.594857 2.30 -0.64 1.03
C 0.266437 -1.250095 -1.244999 -0.65 -0.68 -1.92
N -0.870304 -1.334204 -2.085493 1.84 3.34 1.40
N 0.585395 -0.304924 -0.456088 0.74 -0.40 0.04
C -0.309400 0.731578 -0.101351 -4.02 -1.45 0.98
C 0.295381 1.864975 0.609257 3.12 -0.25 0.38
C 0.984823 1.276231 1.922625 2.56 2.37 -0.55
P -0.166485 0.128880 2.610745 -0.20 -2.56 1.14
O -0.756628 0.443862 3.928968 0.19 0.13 -0.50
O 0.587615 -1.378648 2.728079 -1.17 1.59 0.19
C -1.347723 0.018327 1.248133 0.19 0.58 -2.59
H 0.610876 -3.007125 -2.222779 0.83 0.48 0.53
H 2.022747 -2.457553 -1.238774 -2.06 0.26 -0.66
H -1.213972 -2.182450 -2.320174 -0.87 -3.32 -0.80
H -1.589691 -0.791021 -1.730899 -1.70 1.36 0.51
H -0.984930 1.142344 -0.914887 0.53 -0.77 0.62
H -0.413555 2.573165 0.978091 -0.76 0.40 -0.11
H 1.000753 2.402052 -0.093999 -0.44 -0.46 1.01
H 2.075645 0.869046 1.862433 -2.08 0.52 -0.41
H 1.095609 2.194897 2.564080 -0.17 -1.19 -0.02
H 1.347609 -1.585125 2.188772 0.18 0.33 -0.52
H -2.296577 0.615896 1.458679 1.38 -0.68 -0.31
H -1.603634 -1.026670 0.916232 0.25 1.05 0.59